(1)
Below is a molecular structure, C28H22AgBrN2O5 at a distorted geometry, with properties calculated with ωB97M-V with the def2-TZVPD basis set.

Last column: Mulliken charge in e.
Cartesian coordinates (Å):
Ag  -0.7408  -0.7438  -0.6755  0.4492
C  -2.5660  2.0830  -1.3309  -0.5984
O  -1.2520  1.5681  -1.5303  -0.0819
C  -0.3695  2.2650  -2.2849  0.2984
C  -0.5458  3.5683  -2.7693  -0.5064
C  0.5228  4.1891  -3.3735  -0.5868
Br  0.2855  5.9714  -3.9173  -0.2063
C  1.7383  3.5498  -3.5191  -0.6637
C  1.9352  2.2364  -3.0781  0.8246
C  0.8367  1.5839  -2.4754  0.3038
O  0.9341  0.3670  -1.9102  -0.7740
C  3.2046  1.5478  -3.1229  0.2012
N  3.3725  0.3367  -2.6200  -0.4473
C  4.6737  -0.0406  -2.8912  0.3573
C  5.3451  -1.2091  -2.6320  -0.7125
C  6.6744  -1.2679  -3.0222  -0.4468
C  7.3634  -0.2190  -3.6683  -0.5712
C  6.6517  0.9213  -3.9831  -0.8449
C  5.3300  0.9705  -3.5726  0.5875
N  4.3490  1.9929  -3.7539  -0.0594
H  -3.0787  2.0654  -2.2919  0.4135
H  -2.4727  3.0721  -0.8473  0.4299
H  -3.0211  1.3717  -0.6712  -0.2529
H  -1.5031  4.0011  -2.5595  0.5685
H  2.5018  4.0650  -4.0221  0.4502
H  1.8587  0.0414  -2.0985  0.7095
H  4.7907  -2.0230  -2.1448  0.4206
H  7.1875  -2.2245  -2.8518  0.3292
H  8.4083  -0.2717  -3.9141  0.4242
H  7.0318  1.7856  -4.4890  0.4064
H  4.4124  2.8142  -4.3316  0.2217
O  -2.0572  0.0724  1.3936  -0.4931
C  -2.5339  -1.2169  1.9405  2.2174
C  -3.0684  -2.1070  0.6889  0.4960
O  -4.1027  -2.6743  0.9141  -0.5971
O  -2.3591  -2.0499  -0.3968  -0.8729
C  -1.4541  -1.9993  2.6502  -0.3701
C  -1.7536  -3.2675  3.1919  0.2322
C  -0.7944  -4.0860  3.7840  -0.9794
C  0.4498  -3.5477  4.0197  -0.3144
C  0.7781  -2.2703  3.5626  -0.9828
C  -0.1714  -1.4960  2.8658  -0.1783
C  -3.7133  -0.8830  2.8562  -0.3291
C  -3.5867  -0.9321  4.2118  0.0924
C  -4.6393  -0.5881  5.0631  -0.8655
C  -5.8226  -0.1596  4.4985  -0.3512
C  -5.9414  -0.0538  3.0690  -0.9532
C  -4.8885  -0.3750  2.2910  -0.3715
H  -1.9113  0.7171  2.1075  0.3846
H  -2.7853  -3.7014  3.0542  0.3078
H  -1.0233  -5.1005  4.0988  0.3971
H  1.1893  -4.1924  4.4891  0.3575
H  1.7970  -1.9205  3.7261  0.3831
H  0.1873  -0.5387  2.4601  0.3388
H  -2.6462  -1.2959  4.6329  0.3377
H  -4.5150  -0.6810  6.1292  0.4264
H  -6.6419  -0.0141  5.2049  0.3394
H  -6.9038  0.2469  2.6453  0.3668
H  -4.9463  -0.2533  1.2009  0.3380

The calculation puts the max |F| at 2.7 eV/A. The value obtained for the total energy is -116652.410 eV. The highest occupied orbital energy is -8.29 eV. The HOMO-LUMO gap comes out at 7.845 eV.


(2)
Below is a molecular structure, C20H24FN3OS at a distorted geometry, with properties calculated with ωB97M-V with the def2-TZVPD basis set.

Last column: Mulliken charge in e.
Cartesian coordinates (Å):
C  -2.0709  1.0637  -2.2977  -1.9296
C  -2.5828  1.6205  -0.9400  0.8192
C  -3.1153  0.7059  -0.1104  -0.1485
C  -3.3626  1.0382  1.2084  -0.7670
C  -3.1183  2.4602  1.6110  -0.2251
C  -2.8091  3.1971  0.6792  0.3402
C  -2.4150  2.6848  -0.5081  -0.0205
H  -2.0621  3.6712  -1.4342  -0.0234
H  -2.7795  4.3437  0.7916  0.2903
S  -3.6381  2.8008  3.2729  -0.1488
C  -2.2357  3.6628  3.4616  -0.5940
C  -0.9016  3.2738  2.6289  0.2019
O  -0.1361  4.1720  2.2557  -0.6059
N  -0.8414  1.9085  2.8014  -0.0122
C  -0.0519  1.2259  1.8242  0.2676
C  -0.2726  -0.3821  2.0016  -0.8774
C  0.2959  -1.0695  1.1362  -0.1999
C  0.9373  -0.6436  -0.0836  0.7300
C  0.9409  0.9428  -0.2522  0.1174
C  0.4908  1.5613  0.7988  -0.2033
H  0.7574  2.7741  0.6283  0.1285
F  1.5714  1.2309  -1.3059  -0.3756
N  1.2574  -1.4080  -1.2598  0.1204
C  0.8467  -2.9066  -1.2909  -1.2180
H  -0.0736  -2.6756  -1.1444  1.1827
C  1.8470  -3.6322  -0.6062  -0.9680
N  3.3761  -3.5199  -0.9642  -0.2495
C  3.3989  -4.1342  -2.5168  -0.9215
H  3.2843  -5.3612  -2.2662  0.2933
H  4.5372  -4.1045  -2.5491  0.3844
H  2.8798  -3.7100  -3.3317  0.3284
C  3.7626  -2.0748  -1.0940  -1.3729
H  4.6090  -2.0465  -1.4846  0.7281
C  2.7919  -1.1785  -1.6624  -0.3003
H  3.0977  -0.1892  -1.5796  0.5692
H  2.4746  -1.4282  -2.9352  0.1482
H  3.7841  -1.7349  -0.0539  0.3961
H  1.4512  -4.9283  -0.6583  0.2339
H  1.9068  -3.5128  0.4207  0.4981
H  0.8219  -3.1239  -2.4803  0.2632
H  0.0303  -2.1912  1.2499  0.1155
H  -0.8817  -0.9591  2.7759  0.1978
H  -1.2905  1.3282  3.4712  0.2877
H  -1.8590  3.5284  4.7973  0.3262
H  -2.2592  4.7709  3.3281  0.4272
H  -3.7600  0.3688  2.0007  0.3844
H  -3.0216  -0.4256  -0.2250  0.2020
H  -2.4872  1.7435  -2.9568  0.5497
H  -2.2153  0.1254  -2.6397  0.4642
H  -0.9101  1.1368  -2.5127  0.1656

The calculation puts the max |F| at 19.9 eV/A. The value obtained for the total energy is -41182.494 eV. The highest occupied orbital energy is -7.22 eV. The HOMO-LUMO gap comes out at 7.617 eV.


(3)
Below is a molecular structure, C45H39BCaN15OS2, with properties calculated with ωB97M-V with the def2-TZVPD basis set.

Last column: Mulliken charge in e.
Cartesian coordinates (Å):
Ca  0.3334  0.7641  -0.7855  3.2956
C  4.6384  0.2355  -0.5208  -1.2095
C  3.8578  -0.8274  0.1897  0.3975
N  3.4239  -0.5626  1.3571  -0.2260
N  2.9348  -1.5466  2.1476  -0.5050
C  1.7227  -1.7352  2.4536  0.3465
S  0.2345  -1.1329  1.6309  -0.0924
S  1.4093  -2.8587  3.8003  -0.2177
C  0.4925  -4.1784  2.9330  -0.1669
C  1.3621  -5.3002  2.4386  0.0785
C  1.2955  -6.5557  3.0310  -0.6175
C  2.0945  -7.5957  2.5739  -0.5475
C  2.9664  -7.3853  1.5165  -0.7783
C  3.0330  -6.1339  0.9156  -0.2894
C  2.2365  -5.0964  1.3723  0.8071
C  3.5690  -2.0734  -0.5714  0.3474
C  4.4797  -3.0969  -0.7771  0.0776
C  4.1210  -4.2089  -1.5307  -1.2252
C  2.8454  -4.2653  -2.0821  -0.3830
C  1.9367  -3.2308  -1.9204  -0.8163
C  2.2828  -2.0869  -1.1802  -0.8712
O  1.5146  -1.0577  -1.0001  -0.2948
H  4.7181  1.1382  0.0826  0.3331
H  5.6412  -0.1468  -0.7291  0.4334
H  4.1759  0.4610  -1.4842  0.1404
H  -0.2511  -4.5420  3.6422  0.5396
H  -0.0520  -3.7145  2.1096  -0.1535
H  0.6143  -6.7217  3.8582  0.3520
H  2.0339  -8.5689  3.0444  0.3688
H  3.5889  -8.1946  1.1568  0.3876
H  3.7005  -5.9624  0.0814  0.3187
H  2.2920  -4.1260  0.8895  -0.0664
H  5.4659  -3.0368  -0.3289  0.4511
H  4.8203  -5.0210  -1.6815  0.5072
H  2.5551  -5.1346  -2.6610  0.3978
H  0.9534  -3.2726  -2.3742  0.4246
C  -1.9361  4.8435  -0.7911  -1.7538
C  -1.0686  3.8909  -0.2478  -0.7652
N  -1.1815  2.7315  -0.8793  0.9526
N  -2.1147  2.9077  -1.8447  -0.0643
C  -2.5820  4.1739  -1.8072  -0.0804
B  -2.3983  1.7251  -2.8055  0.2059
N  -1.1269  1.4676  -3.6926  0.2748
C  -0.9496  1.7701  -4.9966  -0.2292
C  0.3007  1.3389  -5.3809  -1.3335
C  0.8404  0.7756  -4.2185  -0.5211
N  -0.0125  0.8730  -3.2085  0.0082
N  -2.7604  0.4337  -1.9884  0.2772
C  -3.9385  -0.2289  -2.0268  -0.0964
C  -3.8390  -1.3470  -1.2307  -1.4180
C  -2.5354  -1.2889  -0.7211  -0.6962
N  -1.9026  -0.2136  -1.1659  0.5941
N  -3.5651  1.9691  -3.7730  0.6725
C  -3.9102  1.1301  -4.7843  -0.3887
C  -5.0550  1.6093  -5.3649  -1.0235
C  -5.3512  2.7704  -4.6246  -0.4039
N  -4.4613  2.9780  -3.6718  -1.1466
H  -2.0789  5.8673  -0.4925  0.4562
H  -0.3648  3.9896  0.5661  0.5427
H  -3.3440  4.4908  -2.4937  0.5613
H  -1.7200  2.2611  -5.5652  0.5156
H  0.7457  1.4098  -6.3578  0.4425
H  1.7961  0.2984  -4.0600  0.5136
H  -4.7645  0.1325  -2.6137  0.3905
H  -4.5925  -2.0952  -1.0559  0.4943
H  -2.0246  -1.9724  -0.0602  0.4417
H  -3.3222  0.2547  -5.0063  0.5502
H  -5.5952  1.1866  -6.1940  0.4623
H  -6.1710  3.4607  -4.7471  0.4580
C  -0.2590  0.4613  5.1438  -0.7647
C  -0.7414  -0.0905  4.0236  -0.8645
C  -0.2495  0.3022  2.6765  2.9619
C  0.8162  1.3592  2.6666  -1.5391
C  1.2767  1.9058  3.8866  -0.6896
C  0.7636  1.4745  5.0719  -0.7323
N  1.2730  1.7174  1.4526  2.2513
N  2.2345  2.5805  1.4644  -1.0631
C  2.6701  3.0100  0.2138  -0.6448
C  3.7080  3.9448  0.2304  -0.4734
C  4.1685  4.4516  -0.9671  -0.5902
C  3.5770  4.0243  -2.1474  -0.7248
C  2.5549  3.0906  -2.0738  -0.5702
N  2.1136  2.5780  -0.9278  0.7642
H  -0.6224  0.1462  6.1125  0.5235
H  -1.5041  -0.8578  4.0520  0.5146
H  -1.1058  0.6766  2.0926  -1.2687
H  2.0480  2.6602  3.8559  0.5379
H  1.1359  1.9043  5.9931  0.4285
H  4.1199  4.2433  1.1838  0.5419
H  4.9728  5.1752  -0.9822  0.4004
H  3.8937  4.3999  -3.1099  0.4941
H  2.0663  2.7339  -2.9728  0.1594
N  -6.2422  1.9163  6.0137  -0.4637
C  -5.5797  1.8718  5.0769  -0.1230
C  -4.7414  1.8130  3.9057  0.6109
C  -3.7616  2.7757  3.6945  -0.8736
C  -2.9742  2.6622  2.5606  -0.0121
N  -3.1025  1.6803  1.6715  0.0170
C  -4.0534  0.7711  1.8783  0.0832
C  -4.8990  0.7917  2.9770  -0.9653
H  -3.6184  3.5865  4.3946  0.5144
H  -2.2003  3.3941  2.3559  0.4004
H  -4.1378  -0.0090  1.1300  0.2216
H  -5.6573  0.0329  3.1091  0.5006

The calculation puts the max |F| at 0.7 eV/A. The value obtained for the total energy is -112485.739 eV. The highest occupied orbital energy (alpha / beta) is -7.12 / -7.12 eV. Its expectation value of S² is 0.8255. As for the spin multiplicity: 2. The HOMO-LUMO gap (alpha / beta) comes out at 6.024 / 4.946 eV.


(4)
Below is a single C6H9N molecule, with properties calculated with ωB97M-V with the def2-TZVPD basis set.

Last column: Mulliken charge in e.
Cartesian coordinates (Å):
C  -2.3989  -0.3197  0.1401  -1.2188
C  -1.0499  0.3298  0.0237  0.7732
C  -0.8086  1.6462  0.1175  -0.9641
C  1.5726  1.3361  0.2205  -0.8303
C  1.2966  0.0473  -0.0260  0.8097
C  2.5010  -0.8500  -0.1208  -1.3036
N  0.0331  -0.5150  -0.1206  -0.1609
H  -2.4268  -1.0418  0.9637  0.3067
H  -3.1699  0.4345  0.3103  0.3223
H  -2.6520  -0.8539  -0.7844  0.3209
H  -1.5528  2.3751  0.4119  0.3172
H  0.1542  2.0810  -0.2144  0.3769
H  2.5651  -1.3141  -1.1114  0.3200
H  3.4123  -0.2674  0.0392  0.3616
H  2.4554  -1.6362  0.6409  0.3116
H  -0.0800  -1.4559  -0.4670  0.2575

The calculation puts the max |F| at 0.5 eV/A. The value obtained for the total energy is -7853.781 eV. The highest occupied orbital energy is -8.33 eV. The HOMO-LUMO gap comes out at 8.971 eV.


(5)
Below is 2 unconnected molecules or ions with the total composition C6H10N at a distorted geometry, with properties calculated with ωB97M-V with the def2-TZVPD basis set.

Last column: Mulliken charge in e.
Cartesian coordinates (Å):
C  2.4723  0.1415  -0.1439  -0.4713
C  1.2797  0.4002  0.2587  -0.1220
C  2.1198  0.1607  1.4335  -0.5808
C  -0.9555  -1.0259  -1.0667  -0.5653
C  -1.2754  0.3591  -1.6358  -0.5890
C  -0.6858  0.1700  -0.2864  0.3003
N  -1.4088  0.4003  1.0368  -0.2544
H  3.1949  -0.0309  -0.7833  0.5035
H  2.3385  -0.7368  1.8103  0.3197
H  2.5930  0.9768  1.9814  0.2615
H  -1.7742  -1.7197  -0.8474  0.2745
H  -0.1185  -1.5313  -1.6181  0.2281
H  -0.5789  0.5820  -2.4220  0.2695
H  -2.4175  0.6164  -1.8625  0.2551
H  -2.4040  0.3514  0.8634  0.3914
H  -1.2353  1.2870  1.6397  0.3750
H  -1.1441  -0.4009  1.6421  0.4042

The calculation puts the max |F| at 5.6 eV/A. As for the net charge: +1. The value obtained for the total energy is -7856.982 eV. The highest occupied orbital energy (alpha / beta) is -9.81 / -13.45 eV. Its expectation value of S² is 2.0072. As for the spin multiplicity: 3. The HOMO-LUMO gap (alpha / beta) comes out at 6.289 / 6.445 eV.